No. 1
Formula: C27H44N6O7
Source: OMol25
Level of theory: ωB97M-V/def2-TZVPD

Frontier orbital gap in eV: 7.66
Structure (SMILES): C[N+](=O)[O-].C[N+](=O)[O-].c1cc[nH]c1.c1cc[nH]c1.c1cc[nH]c1.c1cc[nH]c1.CC(C)=O.CC(C)=O.CC(C)=O
Electronic energy in Ha: -1910.14142
Molecular weight in g mol⁻¹: 564.68
Largest force on an atom in eV Å⁻¹: 4.1
E_LUMO in eV: -0.634

ORCA input file:
```
! RIJCOSX wB97M-V def2-TZVPD def2/J DEFGRID3
* xyz 0 1
C 3.029 3.603 -1.263
N 3.646 4.637 -0.384
O 3.729 4.379 0.833
O 3.941 5.696 -0.873
H 2.948 4.025 -2.265
H 2.016 3.475 -0.879
H 3.515 2.632 -1.361
C -0.326 0.481 0.379
N 0.777 -0.219 -0.396
O 0.775 -1.487 -0.408
O 1.587 0.481 -1.021
H -0.158 1.546 0.220
H -0.184 0.114 1.395
H -1.295 0.322 -0.096
C 4.890 -3.906 0.376
C 5.210 -4.334 -0.977
C 4.097 -3.973 -1.711
N 3.225 -3.328 -0.909
C 3.686 -3.261 0.362
H 5.582 -3.995 1.201
H 6.012 -4.943 -1.367
H 3.718 -4.208 -2.695
H 2.426 -2.791 -1.212
H 3.078 -2.824 1.139
C -2.849 -0.192 3.828
C -2.603 1.075 3.326
C -2.445 1.879 4.461
N -2.418 1.063 5.560
C -2.853 -0.162 5.190
H -3.057 -1.107 3.293
H -2.585 1.424 2.305
H -2.193 2.921 4.593
H -2.156 1.247 6.518
H -3.036 -0.906 5.951
C -2.570 -1.862 0.330
C -3.878 -1.422 0.035
C -4.181 -1.663 -1.277
N -3.052 -2.180 -1.830
C -2.058 -2.328 -0.877
H -2.084 -1.822 1.293
H -4.634 -0.973 0.663
H -5.090 -1.450 -1.820
H -2.914 -2.396 -2.807
H -1.088 -2.776 -1.032
C -2.119 1.731 -2.658
C -1.823 3.021 -3.173
C -2.621 3.300 -4.289
N -3.404 2.148 -4.490
C -3.082 1.221 -3.527
H -1.585 1.137 -1.931
H -1.060 3.643 -2.731
H -2.671 4.150 -4.953
H -4.085 2.014 -5.223
H -3.569 0.257 -3.514
C 1.009 2.880 2.723
C 0.064 3.957 2.208
C 0.108 5.314 2.874
O -0.764 3.732 1.341
H 0.789 2.737 3.781
H 2.057 3.163 2.625
H 0.875 1.934 2.199
H -0.348 5.169 3.853
H -0.576 5.974 2.341
H 1.115 5.730 2.831
C 0.952 -4.856 2.945
C -0.049 -3.701 2.863
C 0.466 -2.308 2.903
O -1.256 -3.967 2.597
H 1.944 -4.594 2.577
H 0.549 -5.709 2.399
H 1.056 -5.238 3.961
H -0.297 -1.542 2.764
H 1.343 -2.139 2.278
H 0.899 -2.154 3.891
C 0.715 0.534 -4.859
C 0.871 -0.955 -5.178
C 0.836 -1.896 -3.937
O 1.066 -1.407 -6.295
H 1.549 1.097 -5.276
H 0.795 0.658 -3.779
H -0.283 0.892 -5.114
H 1.274 -1.478 -3.031
H 1.298 -2.873 -4.083
H -0.215 -2.065 -3.703
*
```


No. 2
Formula: C5H13NO6S
Source: OMol25
Level of theory: ωB97M-V/def2-TZVPD

Frontier orbital gap in eV: 8.89
Structure (SMILES): [H]/N=C(/CO)[C@H](O)[C@@H](O)CO.OSO
Electronic energy in Ha: -1102.59263
Molecular weight in g mol⁻¹: 215.23
Largest force on an atom in eV Å⁻¹: 4.8
E_LUMO in eV: 0.417

ORCA input file:
```
! RIJCOSX wB97M-V def2-TZVPD def2/J DEFGRID3
* xyz 0 1
H 1.056 1.432 0.330
N 1.326 0.492 0.391
C 0.296 -0.130 0.607
C 0.566 -1.639 0.667
O -0.450 -2.504 0.145
C -1.099 0.348 0.781
O -1.912 -0.502 1.523
C -1.547 0.790 -0.622
O -1.305 -0.353 -1.510
C -3.053 1.221 -0.550
O -3.996 0.159 -0.378
H 0.803 -2.029 1.681
H 1.455 -1.617 0.076
H -0.715 -2.362 -0.819
H -1.116 1.331 1.390
H -1.631 -1.438 1.322
H -1.035 1.617 -1.060
H -1.981 -0.195 -2.186
H -3.361 1.616 -1.562
H -3.265 1.994 0.214
H -3.609 -0.326 0.471
O 3.943 0.477 -1.160
S 5.317 1.206 -0.591
O 5.766 0.304 0.746
H 3.173 0.644 -0.533
H 6.375 -0.536 0.627
*
```


No. 3
Formula: C33H18BBr2F9
Source: OMol25
Level of theory: ωB97M-V/def2-TZVPD

Frontier orbital gap in eV: 4.60
Electronic energy in Ha: -7339.91084
Molecular weight in g mol⁻¹: 756.11
Largest force on an atom in eV Å⁻¹: 1.3
E_LUMO in eV: -3.373

ORCA input file:
```
! RIJCOSX wB97M-V def2-TZVPD def2/J DEFGRID3
* xyz 0 1
F 5.245 -0.430 -3.892
C 4.259 -0.013 -3.028
C 4.484 1.095 -2.221
C 3.433 1.550 -1.429
F 3.712 2.704 -0.738
C 2.164 0.958 -1.388
B 0.903 1.486 -0.549
C 1.169 2.821 0.339
C 1.332 2.837 1.725
F 1.340 1.643 2.414
C 1.572 3.996 2.457
C 1.671 5.197 1.772
F 1.993 6.342 2.461
C 1.520 5.260 0.391
C 1.290 4.069 -0.277
F 1.305 4.160 -1.648
C -0.334 1.862 -1.519
C -1.631 1.987 -1.019
F -1.838 1.765 0.328
C -2.734 2.356 -1.781
C -2.532 2.627 -3.128
F -3.601 2.996 -3.913
C -1.264 2.565 -3.691
C -0.208 2.187 -2.875
F 1.013 2.230 -3.503
H 0.577 0.545 0.197
C 2.016 -0.140 -2.244
F 0.776 -0.723 -2.339
C 3.021 -0.653 -3.053
H 5.426 1.627 -2.230
H 1.717 3.939 3.528
H 1.638 6.168 -0.180
H -3.712 2.447 -1.324
H -1.071 2.818 -4.728
H 2.831 -1.488 -3.713
Br -7.153 -5.350 -0.684
C -5.748 -4.251 -0.080
C -6.010 -2.894 0.206
C -4.965 -2.066 0.591
C -3.637 -2.553 0.704
C -2.566 -1.644 0.970
C -1.220 -2.004 0.974
C -0.208 -1.256 1.572
C 0.942 -1.908 2.165
C 1.378 -1.670 3.499
C 2.437 -2.398 4.037
C 3.113 -3.330 3.226
Br 4.638 -4.211 3.900
C 2.705 -3.582 1.909
C 1.610 -2.888 1.394
C -3.416 -3.944 0.493
C -4.463 -4.779 0.109
H -7.011 -2.495 0.094
H -5.137 -1.010 0.789
H -2.831 -0.608 1.194
H -0.961 -2.998 0.574
H -0.377 -0.211 1.797
H 0.862 -0.917 4.090
H 2.737 -2.256 5.071
H 3.221 -4.317 1.297
H 1.285 -3.047 0.369
H -2.420 -4.364 0.618
H -4.289 -5.837 -0.081
*
```


No. 4
Formula: C4H11NO3
Source: OMol25
Level of theory: ωB97M-V/def2-TZVPD

Frontier orbital gap in eV: 10.23
Structure (SMILES): C[C@H](O)[C@@H](N)C=O.O
Electronic energy in Ha: -439.46465
Molecular weight in g mol⁻¹: 121.14
Largest force on an atom in eV Å⁻¹: 1.3
E_LUMO in eV: 0.779

ORCA input file:
```
! RIJCOSX wB97M-V def2-TZVPD def2/J DEFGRID3
* xyz 0 1
C 0.472 0.280 -2.155
C 0.021 0.658 -0.774
O 0.134 2.072 -0.544
C 0.665 -0.129 0.343
N 2.032 0.258 0.653
C -0.219 -0.147 1.584
O -1.423 -0.126 1.559
H 0.117 1.020 -2.877
H 0.057 -0.666 -2.518
H 1.552 0.184 -2.312
H -1.051 0.531 -0.700
H 0.931 2.400 -0.975
H 0.747 -1.159 -0.019
H 2.130 1.258 0.791
H 2.428 -0.277 1.404
H 0.266 -0.144 2.576
O -1.571 -2.581 -0.339
H -1.709 -1.785 0.189
H -2.392 -3.096 -0.315
*
```


No. 5
Formula: C2H3FO2PRu
Source: OMol25
Level of theory: ωB97M-V/def2-TZVPD

Frontier orbital gap (alpha / beta) in eV: 7.27 / 6.63
Electronic energy in Ha: -764.36226
Molecular weight in g mol⁻¹: 210.09
Largest force on an atom in eV Å⁻¹: 4.5
E_LUMO (alpha / beta) in eV: -1.012 / -2.116

ORCA input file:
```
! RIJCOSX wB97M-V def2-TZVPD def2/J DEFGRID3
* xyz 0 6
P -1.098 -2.326 1.312
F 0.022 -1.470 2.704
O -0.836 0.687 0.339
C -0.263 1.237 -0.762
H -0.910 1.789 -1.455
H -1.786 -2.021 0.101
C 1.035 0.982 -1.056
O 1.732 0.051 -0.379
Ru 0.553 -0.478 1.038
H 1.552 1.549 -1.843
*
```


No. 6
Formula: CH4BClS
Source: OMol25
Level of theory: ωB97M-V/def2-TZVPD

Frontier orbital gap in eV: 9.63
Electronic energy in Ha: -923.66098
Molecular weight in g mol⁻¹: 94.38
Largest force on an atom in eV Å⁻¹: 4.0
E_LUMO in eV: -0.135

ORCA input file:
```
! RIJCOSX wB97M-V def2-TZVPD def2/J DEFGRID3
* xyz 0 1
B 0.135 0.016 -0.906
C 0.216 0.071 0.741
S 1.605 0.922 0.021
Cl 3.127 -0.380 0.013
H -0.506 0.861 -1.223
H 0.451 -0.900 -1.414
H -0.514 0.791 1.505
H 0.527 -0.806 1.185
*
```